Computed, not measured: C78H196N10Na2O40 as an isolated structure, with the ωB97M-V functional and the def2-TZVPD basis.

The value obtained for the energy is -189687.625 eV. As for the strongest force on any atom: 3.96 eV/Å.

Each line ends with the Löwdin charge.
CARTESIAN COORDINATES (ANGSTROEM)
Na (0.132, -1.804, -4.612)  0.31
Na (1.368, 2.216, 3.275)  0.32
C (0.098, -1.029, 0.223)  0.04
C (-0.586, -1.268, -0.978)  -0.31
C (-0.570, -0.187, -2.110)  -0.35
O (-0.977, -0.594, -3.179)  -0.02
C (-0.014, 1.052, -1.857)  0.03
C (0.615, 1.304, -0.649)  -0.28
C (0.687, 0.246, 0.469)  -0.28
O (1.276, 0.591, 1.534)  -0.04
O (1.269, 2.364, -0.384)  -0.08
O (-1.237, -2.334, -1.192)  -0.03
H (0.208, -1.817, 1.002)  0.11
H (-0.079, 1.886, -2.552)  0.12
C (2.298, -2.843, -7.479)  -0.08
O (2.250, -1.771, -6.544)  -0.24
C (3.443, -1.438, -5.802)  -0.17
C (3.118, -0.265, -4.929)  -0.17
N (2.131, -0.554, -3.848)  -0.02
C (2.596, -1.065, -2.556)  -0.17
C (3.554, -0.239, -1.712)  -0.19
O (4.872, -0.352, -2.228)  -0.17
C (5.761, 0.350, -1.407)  -0.10
H (2.833, -2.446, -8.407)  0.10
H (1.215, -3.020, -7.690)  0.09
H (2.812, -3.701, -7.040)  0.09
H (4.316, -1.276, -6.442)  0.14
H (3.600, -2.197, -5.087)  0.11
H (2.636, 0.565, -5.475)  0.11
H (4.061, 0.177, -4.629)  0.12
H (1.793, 0.404, -3.704)  0.11
H (3.032, -2.087, -2.699)  0.14
H (1.711, -1.178, -1.939)  0.08
H (3.666, -0.694, -0.665)  0.14
H (3.178, 0.757, -1.573)  0.10
H (5.502, 1.431, -1.403)  0.09
H (6.784, 0.041, -1.607)  0.09
H (5.579, 0.097, -0.404)  0.04
C (1.769, 1.171, -8.102)  -0.10
O (0.475, 1.305, -7.621)  -0.20
C (0.177, 2.633, -7.322)  -0.23
C (-1.250, 2.890, -6.806)  -0.16
N (-1.407, 4.266, -6.303)  -0.02
C (-1.002, 5.206, -7.352)  -0.21
C (-1.975, 6.403, -7.362)  -0.21
O (-1.857, 7.048, -6.101)  -0.19
C (-2.690, 8.147, -6.024)  -0.12
H (1.897, 0.118, -8.239)  0.07
H (2.418, 1.706, -7.373)  0.10
H (1.873, 1.541, -9.164)  0.11
H (0.339, 3.281, -8.191)  0.12
H (0.826, 2.988, -6.554)  0.12
H (-1.432, 2.187, -6.018)  0.10
H (-1.931, 2.681, -7.628)  0.12
H (-0.750, 4.479, -5.518)  0.09
H (-1.079, 4.752, -8.353)  0.12
H (-0.001, 5.624, -7.317)  0.12
H (-2.978, 6.017, -7.534)  0.12
H (-1.793, 7.123, -8.145)  0.11
H (-2.305, 8.831, -6.691)  0.06
H (-2.662, 8.500, -5.012)  0.09
H (-3.739, 7.853, -6.231)  0.09
C (-3.569, -3.543, 3.394)  -0.11
O (-2.466, -4.312, 3.074)  -0.14
C (-1.443, -3.683, 2.397)  -0.23
C (-0.466, -4.676, 1.827)  -0.15
N (0.136, -5.676, 2.791)  -0.04
C (0.794, -6.708, 2.047)  -0.23
C (1.491, -7.728, 2.873)  -0.21
O (0.582, -8.412, 3.718)  -0.22
C (-0.212, -9.433, 3.066)  -0.06
H (-4.215, -4.215, 3.924)  0.05
H (-4.080, -3.136, 2.508)  0.07
H (-3.407, -2.691, 4.114)  0.10
H (-0.990, -2.991, 3.092)  0.10
H (-1.770, -3.128, 1.476)  0.12
H (0.345, -4.174, 1.324)  0.08
H (-1.066, -5.272, 1.102)  0.12
H (-0.616, -6.078, 3.355)  0.11
H (1.481, -6.280, 1.233)  0.14
H (0.011, -7.239, 1.413)  0.13
H (2.180, -7.224, 3.488)  0.11
H (2.066, -8.411, 2.265)  0.13
H (-0.886, -9.838, 3.855)  0.10
H (0.372, -10.251, 2.708)  0.07
H (-0.797, -8.972, 2.226)  0.10
C (-3.953, 2.915, 3.593)  -0.06
O (-2.609, 2.413, 3.743)  -0.20
C (-2.080, 2.223, 2.407)  -0.17
C (-1.382, 3.481, 1.873)  -0.19
N (-0.481, 3.912, 2.886)  -0.06
C (0.386, 5.074, 2.522)  -0.15
C (1.169, 5.754, 3.630)  -0.22
O (2.031, 4.880, 4.299)  -0.18
C (2.041, 5.152, 5.676)  -0.09
H (-3.948, 3.941, 3.078)  0.12
H (-4.329, 3.108, 4.580)  0.07
H (-4.537, 2.241, 3.044)  0.05
H (-2.830, 1.887, 1.725)  0.08
H (-1.359, 1.496, 2.492)  0.09
H (-2.152, 4.253, 1.622)  0.13
H (-0.806, 3.232, 0.960)  0.12
H (-0.941, 3.939, 3.803)  0.13
H (-0.226, 5.838, 2.092)  0.11
H (1.132, 4.776, 1.745)  0.13
H (0.484, 6.156, 4.422)  0.13
H (1.642, 6.573, 3.143)  0.12
H (2.442, 6.178, 5.877)  0.11
H (2.676, 4.445, 6.193)  0.08
H (1.057, 5.121, 6.009)  0.06
C (6.698, -1.635, 3.495)  -0.06
O (7.242, -0.265, 3.531)  -0.20
C (7.399, 0.381, 2.328)  -0.28
C (8.707, 0.053, 1.669)  -0.23
N (8.985, 0.888, 0.540)  -0.02
C (10.284, 0.628, 0.008)  -0.25
C (10.821, 1.756, -0.793)  -0.19
O (11.031, 3.064, -0.169)  -0.21
C (12.190, 3.245, 0.599)  -0.11
H (5.590, -1.588, 3.458)  0.07
H (7.054, -2.162, 4.386)  0.09
H (6.966, -2.285, 2.603)  0.10
H (7.343, 1.460, 2.562)  0.13
H (6.570, 0.082, 1.696)  0.11
H (8.644, -1.010, 1.433)  0.12
H (9.463, 0.042, 2.516)  0.14
H (9.082, 1.836, 0.793)  0.10
H (10.304, -0.249, -0.571)  0.11
H (11.070, 0.507, 0.720)  0.10
H (10.080, 2.014, -1.581)  0.14
H (11.801, 1.554, -1.232)  0.12
H (12.148, 4.271, 0.892)  0.09
H (13.029, 3.113, 0.003)  0.06
H (12.207, 2.501, 1.404)  0.09
C (-4.767, 3.010, 8.241)  -0.08
O (-4.309, 1.636, 8.114)  -0.20
C (-4.822, 0.878, 6.979)  -0.20
C (-4.234, -0.494, 6.946)  -0.23
N (-4.492, -1.305, 8.095)  -0.05
C (-3.886, -2.599, 8.073)  -0.21
C (-4.625, -3.513, 7.127)  -0.19
O (-3.743, -4.520, 6.628)  -0.22
C (-4.260, -5.676, 6.051)  -0.12
H (-4.341, 3.650, 7.455)  0.08
H (-4.506, 3.461, 9.146)  0.06
H (-5.836, 3.030, 7.953)  0.09
H (-4.636, 1.395, 6.038)  0.10
H (-5.857, 0.953, 7.045)  0.10
H (-3.229, -0.331, 6.626)  0.07
H (-4.725, -0.888, 5.964)  0.15
H (-4.174, -0.828, 8.939)  0.12
H (-3.981, -2.983, 9.098)  0.13
H (-2.835, -2.507, 7.794)  0.12
H (-4.985, -2.984, 6.231)  0.11
H (-5.369, -4.084, 7.703)  0.13
H (-4.873, -6.267, 6.693)  0.07
H (-3.388, -6.285, 5.709)  0.10
H (-4.878, -5.427, 5.192)  0.07
C (4.612, 0.395, 6.615)  -0.04
C (3.756, 1.398, 5.825)  -0.38
C (4.634, 2.495, 5.259)  -0.24
O (5.457, 2.986, 6.234)  -0.18
C (6.449, 3.875, 5.894)  -0.11
N (3.055, 0.882, 4.618)  0.07
H (5.267, 0.937, 7.286)  0.07
H (5.204, -0.178, 5.864)  0.08
H (4.093, -0.420, 7.179)  0.09
H (2.982, 1.757, 6.512)  0.14
H (3.960, 3.277, 4.862)  0.11
H (5.188, 2.069, 4.376)  0.14
H (7.023, 3.498, 5.072)  0.07
H (7.113, 4.048, 6.727)  0.09
H (6.055, 4.885, 5.533)  0.11
H (3.696, 0.415, 3.955)  0.09
H (2.428, 0.164, 4.905)  0.04
C (-4.048, -6.940, -1.184)  -0.04
C (-4.405, -5.483, -1.342)  -0.39
C (-5.190, -4.878, -0.164)  -0.18
O (-6.339, -5.669, 0.121)  -0.18
C (-7.474, -4.941, 0.443)  -0.13
N (-3.211, -4.693, -1.692)  0.06
H (-3.576, -7.402, -2.078)  0.08
H (-4.828, -7.543, -0.874)  0.05
H (-3.363, -6.959, -0.347)  0.08
H (-5.037, -5.355, -2.253)  0.15
H (-5.457, -3.808, -0.420)  0.12
H (-4.568, -4.783, 0.674)  0.09
H (-7.559, -4.125, -0.248)  0.07
H (-7.527, -4.474, 1.452)  0.09
H (-8.289, -5.693, 0.367)  0.10
H (-3.388, -3.705, -1.847)  0.06
H (-2.465, -4.813, -0.986)  0.08
C (-6.341, 4.894, -4.446)  -0.05
C (-5.029, 5.696, -4.103)  -0.38
C (-5.231, 6.550, -2.799)  -0.20
O (-6.359, 7.415, -2.809)  -0.18
C (-6.215, 8.428, -1.821)  -0.12
N (-3.880, 4.790, -3.941)  0.08
H (-6.318, 4.527, -5.494)  0.08
H (-7.287, 5.449, -4.423)  0.07
H (-6.403, 4.054, -3.738)  0.06
H (-4.896, 6.390, -4.912)  0.10
H (-4.282, 7.068, -2.690)  0.11
H (-5.381, 5.819, -1.982)  0.12
H (-7.095, 9.027, -1.764)  0.07
H (-5.418, 9.150, -1.991)  0.08
H (-6.077, 8.028, -0.768)  0.10
H (-4.232, 3.940, -3.533)  0.05
H (-3.264, 4.568, -4.687)  0.04
C (-4.706, -0.580, 1.905)  -0.04
C (-4.713, -0.617, 0.422)  -0.40
C (-4.122, 0.672, -0.083)  -0.22
O (-4.767, 1.818, 0.459)  -0.21
C (-4.625, 2.931, -0.433)  -0.08
N (-3.867, -1.696, -0.172)  0.08
H (-5.255, -1.359, 2.318)  0.05
H (-5.116, 0.355, 2.333)  0.09
H (-3.631, -0.761, 2.171)  0.10
H (-5.680, -0.850, 0.017)  0.14
H (-4.028, 0.754, -1.192)  0.12
H (-3.084, 0.762, 0.276)  0.12
H (-5.156, 2.753, -1.389)  0.09
H (-3.556, 3.054, -0.733)  0.09
H (-5.005, 3.816, 0.039)  0.08
H (-3.644, -1.476, -1.143)  0.05
H (-2.938, -1.592, 0.193)  0.03
C (-2.353, -6.517, -6.197)  -0.21
C (-2.374, -6.323, -4.691)  -0.20
O (-2.423, -4.925, -4.276)  -0.15
O (-1.002, -6.419, -6.734)  -0.11
H (-2.933, -5.810, -6.793)  0.12
H (-2.673, -7.504, -6.475)  0.11
H (-1.539, -6.803, -4.199)  0.11
H (-3.291, -6.891, -4.417)  0.12
H (-2.560, -4.829, -3.262)  0.06
H (-0.779, -5.439, -6.659)  0.08
C (-4.359, -0.892, -3.953)  -0.19
C (-3.659, 0.234, -4.684)  -0.26
O (-2.958, 1.181, -3.928)  -0.06
O (-3.449, -2.011, -3.686)  -0.09
H (-5.224, -1.289, -4.511)  0.12
H (-4.833, -0.497, -3.056)  0.10
H (-4.397, 0.757, -5.286)  0.12
H (-2.939, -0.250, -5.346)  0.09
H (-2.109, 0.709, -3.813)  0.05
H (-2.668, -1.574, -3.308)  0.04
C (-0.570, 0.263, 5.824)  -0.21
C (-0.580, -0.987, 5.025)  -0.20
O (0.842, -1.363, 4.872)  -0.11
O (-0.215, 1.339, 4.955)  -0.08
H (0.208, 0.154, 6.620)  0.14
H (-1.570, 0.449, 6.302)  0.11
H (-1.024, -0.839, 4.047)  0.11
H (-1.091, -1.851, 5.560)  0.14
H (0.897, -2.342, 4.861)  0.04
H (-1.033, 1.766, 4.678)  0.04
C (2.643, 7.001, -2.649)  -0.22
C (3.455, 6.069, -3.552)  -0.21
O (2.930, 4.742, -3.572)  -0.10
O (2.706, 6.624, -1.273)  -0.08
H (1.610, 6.777, -3.038)  0.11
H (2.884, 8.019, -2.775)  0.10
H (4.513, 6.013, -3.205)  0.13
H (3.423, 6.446, -4.576)  0.12
H (3.097, 4.371, -2.687)  0.05
H (1.878, 6.117, -1.064)  0.06
C (-0.698, 4.700, -1.682)  -0.25
C (-0.623, 5.081, -3.090)  -0.28
O (0.220, 4.218, -3.767)  -0.07
O (0.528, 4.891, -1.037)  -0.07
H (-1.101, 3.674, -1.642)  0.12
H (-1.394, 5.374, -1.163)  0.13
H (-0.236, 6.103, -3.162)  0.12
H (-1.602, 5.207, -3.512)  0.08
H (1.177, 4.425, -3.634)  0.06
H (0.946, 4.029, -1.183)  0.05
C (4.362, 2.919, 1.007)  -0.23
C (4.480, 3.755, -0.250)  -0.16
O (3.655, 3.248, -1.351)  -0.11
O (3.056, 2.769, 1.519)  -0.08
H (4.936, 3.417, 1.800)  0.13
H (4.888, 2.011, 0.786)  0.09
H (5.492, 3.749, -0.700)  0.14
H (4.087, 4.701, 0.016)  0.09
H (2.810, 2.832, -1.084)  0.04
H (2.509, 2.300, 0.811)  0.06
C (-1.657, -1.468, -7.277)  -0.23
C (-2.129, -2.745, -6.692)  -0.24
O (-1.101, -3.429, -6.009)  -0.09
O (-0.942, -0.773, -6.281)  -0.10
H (-2.490, -0.853, -7.598)  0.13
H (-1.031, -1.746, -8.148)  0.13
H (-2.690, -3.319, -7.422)  0.12
H (-2.963, -2.439, -6.000)  0.12
H (-1.523, -3.911, -5.237)  0.06
H (-0.451, -0.032, -6.700)  0.08
C (0.793, -5.134, 6.075)  -0.25
C (-0.391, -6.013, 6.545)  -0.23
O (-0.965, -6.743, 5.489)  -0.11
O (0.405, -4.201, 5.111)  -0.13
H (1.560, -5.878, 5.683)  0.12
H (1.365, -4.643, 6.922)  0.13
H (-1.240, -5.466, 6.993)  0.11
H (-0.025, -6.778, 7.256)  0.12
H (-0.343, -7.389, 5.070)  0.07
H (0.473, -4.729, 4.208)  0.09
C (2.721, -2.493, 2.535)  -0.23
C (3.132, -3.697, 1.600)  -0.20
O (2.496, -3.550, 0.351)  -0.10
O (2.986, -1.267, 1.890)  -0.08
H (3.378, -2.664, 3.455)  0.13
H (1.648, -2.573, 2.808)  0.10
H (2.742, -4.650, 1.969)  0.10
H (4.230, -3.681, 1.442)  0.12
H (2.643, -2.714, -0.129)  0.08
H (2.166, -0.776, 1.951)  0.01
C (1.016, -5.506, -2.044)  -0.22
C (0.681, -4.749, -3.338)  -0.19
O (0.321, -3.414, -2.986)  -0.10
O (-0.076, -5.276, -1.190)  -0.07
H (1.985, -5.218, -1.616)  0.11
H (1.156, -6.579, -2.282)  0.12
H (-0.192, -5.303, -3.842)  0.11
H (1.509, -4.790, -4.018)  0.11
H (-0.615, -3.467, -2.672)  0.08
H (0.089, -4.526, -0.624)  0.04